Record 1
Below is a structure of composition C25H22ClCoF5N2OPSTe at a distorted geometry, with properties calculated with the ωB97M-V functional and the def2-TZVPD basis.

CARTESIAN COORDINATES (ANGSTROEM)
Co (0.636, -0.121, -0.135)
Cl (-0.716, -1.728, -1.037)
C (-1.832, -0.984, -2.120)
C (-2.563, -1.778, -2.984)
C (-3.445, -1.170, -3.864)
C (-3.571, 0.209, -3.880)
C (-2.835, 0.994, -3.009)
C (-1.963, 0.405, -2.097)
P (-0.954, 1.344, -0.896)
C (-1.211, 3.069, -1.419)
C (-0.515, 3.556, -2.524)
C (-0.787, 4.825, -3.005)
C (-1.742, 5.616, -2.384)
C (-2.406, 5.146, -1.261)
C (-2.141, 3.879, -0.771)
C (-1.863, 1.223, 0.669)
C (-1.140, 1.596, 1.807)
C (-1.722, 1.500, 3.055)
C (-3.025, 1.036, 3.171)
C (-3.741, 0.669, 2.042)
C (-3.167, 0.751, 0.786)
H (-2.445, -2.849, -2.979)
H (-4.028, -1.777, -4.538)
H (-4.246, 0.678, -4.576)
H (-2.944, 2.068, -3.029)
H (0.228, 2.934, -3.002)
H (-0.250, 5.204, -3.860)
H (-1.965, 6.600, -2.768)
H (-3.132, 5.768, -0.760)
H (-2.667, 3.515, 0.100)
H (-0.121, 1.957, 1.700)
H (-1.163, 1.768, 3.938)
H (-3.479, 0.949, 4.146)
H (-4.750, 0.301, 2.141)
H (-3.715, 0.441, -0.092)
N (2.162, -2.679, -1.863)
C (2.776, -2.020, -0.868)
S (2.748, -0.297, -0.975)
N (3.381, -2.734, 0.067)
C (4.202, -2.409, 1.160)
C (4.780, -1.158, 1.350)
C (5.625, -0.954, 2.425)
C (5.907, -1.985, 3.307)
C (5.327, -3.231, 3.121)
C (4.480, -3.447, 2.054)
H (1.679, -2.153, -2.574)
H (1.979, -3.669, -1.807)
H (3.179, -3.732, 0.034)
H (4.587, -0.354, 0.658)
H (6.075, 0.016, 2.566)
H (6.580, -1.820, 4.133)
H (5.540, -4.035, 3.807)
H (4.021, -4.416, 1.922)
F (-0.894, -3.814, 2.265)
Te (0.097, -2.199, 2.090)
F (1.528, -3.142, 2.913)
F (0.751, -3.282, 0.552)
F (-0.483, -1.756, 3.827)
F (-1.665, -1.581, 1.560)
O (1.016, -0.742, 1.715)

Properties
DFT total energy ... -4500.30034 hartree
<S²> ... 3.762
Maximum force ... 0.1248 hartree/bohr
HOMO-LUMO gap (alpha / beta) ... 7.47 / 7.20 eV
Multiplicity ... 4
Energy above the lowest of the compared OMol25 structures with the same formula, charge and spin ... 39.3 kcal per mole
Charge ... +1

---

Record 2
Below is the molecule C5H12O, with properties calculated with the ωB97M-V functional and the def2-TZVPD basis.

CARTESIAN COORDINATES (ANGSTROEM)
C (1.203, -1.003, -0.208)
C (0.278, -0.161, 0.694)
C (-0.248, -0.999, 1.862)
C (-0.893, 0.464, -0.075)
C (-0.514, 1.450, -1.174)
O (-0.097, 0.726, -2.322)
H (2.102, -0.456, -0.503)
H (0.705, -1.301, -1.132)
H (1.533, -1.911, 0.306)
H (0.867, 0.665, 1.124)
H (-0.843, -1.848, 1.500)
H (-0.881, -0.408, 2.533)
H (0.581, -1.402, 2.453)
H (-1.501, -0.330, -0.535)
H (-1.545, 0.989, 0.636)
H (0.285, 2.121, -0.818)
H (-1.388, 2.077, -1.416)
H (0.358, 1.328, -2.924)

Properties
DFT total energy ... -272.93447 hartree
Maximum force ... 0.0077 hartree/bohr
HOMO-LUMO gap ... 11.12 eV
Structure (SMILES) ... CC(C)CCO
Multiplicity ... 1
Energy above the lowest of the compared OMol25 structures with the same formula, charge and spin ... 8.9 kcal per mole

---

Record 3
Below is a structure of composition C10H17AsCl2F5MnNOS4SeSiTe at a distorted geometry, with properties calculated with the ωB97M-V functional and the def2-TZVPD basis.

CARTESIAN COORDINATES (ANGSTROEM)
Mn (1.800, 0.901, -0.150)
S (4.499, -1.733, 2.163)
As (4.126, 0.332, 1.880)
S (1.881, 0.702, 2.065)
S (4.053, 0.814, -0.290)
S (5.585, 1.256, 3.072)
Cl (1.121, -0.703, -4.719)
C (2.306, 0.271, -3.846)
Cl (1.541, 1.132, -2.500)
H (2.713, 0.998, -4.550)
H (3.073, -0.402, -3.463)
F (1.876, 4.977, 1.381)
Te (1.301, 3.109, 1.593)
F (-0.362, 2.058, 2.276)
F (1.258, 3.582, 3.503)
F (-0.328, 4.173, 1.259)
F (3.298, 3.150, 1.923)
O (1.522, 2.755, -0.156)
C (0.639, -3.973, 0.308)
Si (0.165, -2.146, -0.026)
C (-0.916, -2.137, -1.610)
C (-0.880, -1.566, 1.462)
C (1.776, -1.191, -0.375)
H (-0.245, -4.570, 0.508)
H (1.302, -4.050, 1.163)
H (1.151, -4.409, -0.544)
H (-1.930, -2.457, -1.393)
H (-0.519, -2.795, -2.379)
H (-0.975, -1.138, -2.033)
H (-1.846, -2.064, 1.478)
H (-1.072, -0.499, 1.422)
H (-0.381, -1.768, 2.406)
H (2.118, -1.472, -1.386)
H (2.536, -1.628, 0.296)
Se (-0.950, 1.548, -0.745)
C (-2.745, 1.136, -0.294)
C (-3.321, 1.585, 0.893)
C (-4.654, 1.318, 1.127)
N (-5.443, 0.652, 0.292)
C (-4.891, 0.230, -0.839)
C (-3.572, 0.440, -1.178)
H (-2.736, 2.145, 1.602)
H (-5.136, 1.660, 2.036)
H (-5.558, -0.306, -1.508)
H (-3.181, 0.086, -2.120)

Properties
DFT total energy ... -9879.47842 hartree
<S²> ... 4.062
Maximum force ... 0.1354 hartree/bohr
HOMO-LUMO gap (alpha / beta) ... 5.34 / 4.25 eV
Multiplicity ... 4
Charge ... -2

---

Record 4
Below is the molecule C3H5NO2 at a distorted geometry, with properties calculated with the ωB97M-V functional and the def2-TZVPD basis.

CARTESIAN COORDINATES (ANGSTROEM)
C (0.347, -1.560, -0.596)
C (-0.333, -0.267, -0.434)
O (-1.234, 0.054, -1.175)
N (0.118, 0.564, 0.570)
C (-0.373, 1.826, 0.827)
O (0.011, 2.540, 1.722)
H (1.253, -1.168, -1.231)
H (-0.154, -2.247, -1.288)
H (0.669, -2.108, 0.303)
H (0.855, 0.258, 1.186)
H (-1.159, 2.108, 0.116)

Properties
DFT total energy ... -322.56398 hartree
Maximum force ... 0.0582 hartree/bohr
HOMO-LUMO gap ... 10.82 eV
Structure (SMILES) ... CC(=O)NC=O
Multiplicity ... 1
Energy above the lowest of the compared OMol25 structures with the same formula, charge and spin ... 6.5 kcal per mole

---

Record 5
Below is a cluster of 2 separate species, CH5NP2 in total at a distorted geometry, with properties calculated with the ωB97M-V functional and the def2-TZVPD basis.

CARTESIAN COORDINATES (ANGSTROEM)
C (-0.535, 0.266, -0.231)
N (-0.596, 1.399, -0.650)
P (-1.547, -1.143, -0.094)
P (2.096, -0.979, -0.029)
H (0.121, 2.114, -0.606)
H (-2.866, -0.430, -0.033)
H (-1.346, -1.346, 1.337)
H (2.248, 0.230, -0.716)
H (2.427, -0.111, 1.021)

Properties
DFT total energy ... -778.37364 hartree
<S²> ... 2.006
Maximum force ... 0.0355 hartree/bohr
HOMO-LUMO gap (alpha / beta) ... 7.65 / 8.32 eV
Multiplicity ... 3
Energy above the lowest of the compared OMol25 structures with the same formula, charge and spin ... 47.9 kcal per mole

---

Record 6
Below is the molecule C2H5PS2 at a distorted geometry, with properties calculated with the ωB97M-V functional and the def2-TZVPD basis.

CARTESIAN COORDINATES (ANGSTROEM)
C (-0.753, 0.651, 0.234)
C (0.578, 1.038, -0.357)
P (0.846, -2.449, 0.671)
S (-0.831, -1.380, 0.073)
S (-2.131, 1.543, -0.452)
H (-0.781, 0.739, 1.317)
H (0.728, 2.108, -0.213)
H (0.607, 0.827, -1.424)
H (1.388, 0.502, 0.136)
H (0.349, -3.580, 0.015)

Properties
DFT total energy ... -1216.80939 hartree
Maximum force ... 0.0566 hartree/bohr
HOMO-LUMO gap (alpha / beta) ... 4.21 / 4.24 eV
Multiplicity ... 1
Energy above the lowest of the compared OMol25 structures with the same formula, charge and spin ... 69.8 kcal per mole

---

Record 7
Below is the molecule C4H6O2 at a distorted geometry, with properties calculated with the ωB97M-V functional and the def2-TZVPD basis.

CARTESIAN COORDINATES (ANGSTROEM)
C (-0.686, -1.694, -1.682)
O (-0.313, -0.486, -0.985)
C (0.656, -0.661, -0.001)
C (0.947, 0.144, 1.035)
C (0.257, 1.408, 1.332)
O (-0.708, 1.826, 0.711)
H (-1.742, -1.909, -1.407)
H (-0.697, -1.499, -2.842)
H (-0.069, -2.658, -1.464)
H (1.172, -1.580, -0.047)
H (1.779, -0.281, 1.640)
H (0.678, 2.031, 2.204)

Properties
DFT total energy ... -306.42154 hartree
Maximum force ... 0.0457 hartree/bohr
HOMO-LUMO gap ... 9.92 eV
Structure (SMILES) ... CO/C=C\C=O
Multiplicity ... 1
Energy above the lowest of the compared OMol25 structures with the same formula, charge and spin ... 53.2 kcal per mole

---

Record 8
Below is a structure of composition C5H8O2 at a distorted geometry, with properties calculated with the ωB97M-V functional and the def2-TZVPD basis.

CARTESIAN COORDINATES (ANGSTROEM)
C (-1.058, -0.585, -0.342)
C (-0.728, 0.777, -0.038)
C (0.756, 1.103, -0.633)
C (1.535, -0.120, -0.118)
C (0.242, -0.787, 0.576)
H (-1.798, -1.376, 1.424)
H (-1.184, -1.091, -1.288)
H (-1.396, 1.669, -0.010)
H (0.876, 2.147, -0.213)
H (0.880, 1.419, -1.923)
H (1.682, -0.835, -0.979)
H (2.452, 0.038, 0.510)
H (0.226, -1.542, 1.570)
O (-2.147, -1.193, 0.228)
O (-0.338, 0.375, 1.235)

Properties
DFT total energy ... -345.59760 hartree
Maximum force ... 0.1395 hartree/bohr
HOMO-LUMO gap ... 10.75 eV
Multiplicity ... 1
Energy above the lowest of the compared OMol25 structures with the same formula, charge and spin ... 130.1 kcal per mole

---

Which of these has the highest DFT total energy? C5H12O